{
  "formula": "C42H105BeN8O17",
  "method": "ωB97M-V with the def2-TZVPD basis set",
  "species": ["Be", "N", "O", "O", "O", "C", "O", "C", "C", "N", "C", "C", "O", "C", "H", "H", "H", "H", "H", "H", "H", "H", "H", "H", "H", "H", "H", "H", "H", "C", "O", "C", "C", "N", "C", "C", "O", "C", "H", "H", "H", "H", "H", "H", "H", "H", "H", "H", "H", "H", "H", "H", "H", "C", "O", "C", "C", "N", "C", "C", "O", "C", "H", "H", "H", "H", "H", "H", "H", "H", "H", "H", "H", "H", "H", "H", "H", "C", "O", "C", "C", "N", "C", "C", "O", "C", "H", "H", "H", "H", "H", "H", "H", "H", "H", "H", "H", "H", "H", "H", "H", "C", "O", "C", "C", "N", "C", "C", "O", "C", "H", "H", "H", "H", "H", "H", "H", "H", "H", "H", "H", "H", "H", "H", "H", "C", "O", "C", "C", "N", "C", "C", "O", "C", "H", "H", "H", "H", "H", "H", "H", "H", "H", "H", "H", "H", "H", "H", "H", "C", "O", "C", "C", "N", "C", "C", "O", "C", "H", "H", "H", "H", "H", "H", "H", "H", "H", "H", "H", "H", "H", "H", "H"],
  "coordinates": [[16.4396, 11.5185, 14.9974], [18.7298, 11.5333, 15.7725], [17.7509, 12.2739, 15.0505], [19.8444, 11.9441, 15.5813], [18.1307, 10.6386, 16.4498], [22.2091, 16.2570, 14.9502], [23.4767, 15.9472, 14.4061], [23.3731, 15.2716, 13.1121], [23.0710, 13.7805, 13.1945], [24.2535, 12.9429, 13.6332], [24.4941, 13.0541, 15.0690], [23.4810, 12.2792, 15.8930], [23.3936, 10.9167, 15.3880], [22.6098, 10.0688, 16.1750], [21.6413, 16.9065, 14.2764], [22.4102, 16.8249, 15.8504], [21.5927, 15.3787, 15.2426], [24.3604, 15.4590, 12.6479], [22.5971, 15.7894, 12.5562], [22.8661, 13.3998, 12.1948], [22.1560, 13.5933, 13.7676], [24.1494, 11.9895, 13.3168], [24.5567, 14.0810, 15.4299], [25.4933, 12.6144, 15.1882], [22.5632, 12.8818, 15.7328], [23.6435, 12.2158, 16.9778], [23.0468, 9.9380, 17.1819], [22.6029, 9.0898, 15.6845], [21.5699, 10.4197, 16.2359], [26.1605, 15.6492, 22.5732], [24.7834, 15.3804, 22.8470], [24.6785, 14.3611, 23.8524], [23.2529, 13.8748, 23.9763], [22.8756, 13.2408, 22.7115], [21.5011, 12.8032, 22.6333], [21.2315, 12.0518, 21.3327], [21.2039, 12.9911, 20.2433], [21.1273, 12.4123, 18.9633], [26.1218, 16.3153, 21.7256], [26.7037, 14.7468, 22.2785], [26.6658, 16.1574, 23.4053], [25.0037, 14.7663, 24.8144], [25.2959, 13.4752, 23.5939], [22.5636, 14.6845, 24.2708], [23.1305, 13.0804, 24.7334], [23.0155, 13.9707, 22.0139], [20.7283, 13.5867, 22.7782], [21.3463, 12.0922, 23.4530], [20.2951, 11.4732, 21.3877], [22.0438, 11.3673, 21.0702], [21.9496, 11.7928, 18.6473], [20.9874, 13.2045, 18.2016], [20.2506, 11.7369, 18.8686], [14.9958, 6.9421, 23.1612], [14.7113, 8.2927, 22.8271], [15.8048, 9.1069, 22.6024], [16.4842, 8.9485, 21.2209], [17.4301, 9.9996, 20.9451], [18.0892, 9.9247, 19.6269], [19.1581, 8.8817, 19.3052], [20.1229, 8.9525, 20.2922], [21.2911, 8.2256, 20.0389], [15.9350, 6.8460, 23.7730], [15.1302, 6.3307, 22.2589], [14.1513, 6.5416, 23.7231], [16.5186, 8.9561, 23.4203], [15.4388, 10.1350, 22.6799], [15.7394, 9.0694, 20.4012], [16.8853, 7.9219, 21.1376], [18.2071, 10.1571, 21.5743], [18.5911, 10.8689, 19.4175], [17.3590, 9.8241, 18.8347], [19.4705, 9.0931, 18.2773], [18.8003, 7.8598, 19.3443], [21.7867, 8.5870, 19.1144], [21.1036, 7.1345, 19.9852], [21.9529, 8.4063, 20.9045], [16.7603, 12.8435, 18.1080], [15.9522, 12.0767, 17.2659], [15.0438, 11.3106, 17.9973], [13.8415, 10.9280, 17.1687], [14.1760, 9.7743, 16.2443], [13.0100, 9.2375, 15.5796], [11.7092, 9.0999, 16.3820], [11.0943, 10.3592, 16.5830], [9.7336, 10.4917, 16.8869], [17.4792, 13.2971, 17.4223], [17.3128, 12.1947, 18.8101], [16.1414, 13.5682, 18.6820], [14.5826, 11.8823, 18.8274], [15.4450, 10.3960, 18.4615], [13.4562, 11.7864, 16.5756], [13.0756, 10.5587, 17.8603], [14.5163, 9.0278, 16.8611], [13.3085, 8.2233, 15.2684], [12.7483, 9.8076, 14.6864], [11.8509, 8.4717, 17.2871], [10.9644, 8.5407, 15.7754], [9.0887, 9.8739, 16.2532], [9.4819, 11.5242, 16.7274], [9.4375, 10.2265, 17.9007], [19.1469, 11.3023, 10.1083], [19.5185, 10.6423, 11.3330], [20.3518, 11.5210, 12.1057], [21.1765, 10.7944, 13.1617], [22.3910, 10.1329, 12.7135], [22.0847, 8.9855, 11.8914], [23.1036, 7.8658, 12.2359], [22.9662, 7.4738, 13.6306], [24.1220, 6.7975, 14.1162], [18.3187, 10.7810, 9.6190], [20.0226, 11.3132, 9.4454], [18.8805, 12.3371, 10.3185], [19.6754, 12.2186, 12.5949], [21.0264, 12.0980, 11.4213], [20.4833, 10.0855, 13.6894], [21.4664, 11.5328, 13.9077], [22.8868, 9.8769, 13.5727], [22.2380, 9.1720, 10.8235], [21.0544, 8.6199, 12.0295], [24.1385, 8.1774, 12.0405], [22.8607, 6.9856, 11.6470], [23.8135, 6.1512, 14.9692], [24.8900, 7.5403, 14.4596], [24.5883, 6.0889, 13.3577], [18.9441, 7.9094, 15.7580], [18.1522, 8.6690, 14.8563], [18.0492, 8.1848, 13.4805], [17.1098, 9.1098, 12.7411], [16.1269, 9.8275, 13.7268], [15.0312, 10.1030, 12.8223], [14.4746, 11.4917, 13.2387], [15.4473, 12.2986, 14.1124], [14.6044, 13.6071, 14.1879], [18.4559, 7.9165, 16.7312], [19.9074, 8.4161, 15.8350], [19.0251, 6.8310, 15.4628], [17.5594, 7.1932, 13.4705], [19.0243, 8.2468, 12.9504], [16.5466, 8.4397, 12.1116], [17.5950, 9.9475, 12.2150], [15.7920, 9.1032, 14.3917], [14.2565, 9.3506, 12.7730], [15.5041, 10.2671, 11.8658], [13.6417, 11.5165, 13.9057], [14.2985, 12.0638, 12.3401], [15.1465, 14.4639, 14.5975], [13.6627, 13.3764, 14.7166], [14.5090, 13.8200, 13.1141], [18.4941, 15.5834, 14.5758], [18.2578, 16.0146, 13.2814], [18.1879, 14.9850, 12.3522], [17.9550, 15.6539, 10.9828], [17.5783, 14.6617, 9.9532], [16.1387, 14.5793, 9.5689], [15.8603, 13.1888, 8.9355], [14.6068, 13.0790, 8.3804], [13.5529, 12.8727, 9.2357], [17.8344, 14.7769, 14.9150], [18.4017, 16.4554, 15.2435], [19.5099, 15.1395, 14.6654], [17.3162, 14.3368, 12.6240], [19.0537, 14.3168, 12.4282], [18.8468, 16.1497, 10.6373], [17.2144, 16.4655, 11.0680], [18.1520, 14.7788, 9.1564], [15.7468, 15.4125, 8.9404], [15.5573, 14.6549, 10.5106], [16.0581, 12.4751, 9.7785], [16.5492, 13.0193, 8.1220], [13.1289, 13.7696, 9.7112], [13.7852, 12.0839, 9.9886], [12.7825, 12.4382, 8.6046]],
  "atomic_forces_ev_per_a": [[0.49, -1.26, 0.05], [-3.73, 1.16, -1.08], [1.94, -0.86, 0.66], [-1.05, -1.78, 1.58], [3.28, 1.81, -0.94], [0.19, -0.04, 0.23], [-0.55, -0.80, -0.79], [0.87, 0.43, 1.02], [1.31, -1.05, -0.24], [-1.44, 2.35, 0.04], [1.40, -1.61, 0.06], [-0.55, -0.23, -0.32], [0.26, 1.35, 0.01], [-0.15, -0.42, 0.27], [-0.15, -0.13, -0.12], [-0.03, 0.09, 0.24], [0.40, 0.24, -0.32], [-0.57, -0.30, 0.08], [-0.20, 0.03, -0.34], [-0.18, 0.27, -0.24], [-0.01, 0.12, 0.22], [-0.18, -0.10, 0.22], [-0.19, 0.00, -0.36], [-0.08, 0.06, 0.39], [-0.35, -0.88, 0.23], [0.36, 0.29, -0.21], [-0.24, 0.13, -0.16], [0.03, 0.07, 0.04], [0.17, 0.01, 0.22], [-0.72, 0.24, -0.20], [0.48, -0.94, 0.65], [-0.04, -0.14, 0.14], [-0.73, -0.61, -0.21], [0.06, 1.05, -0.48], [-0.30, -0.66, 0.05], [0.25, 0.34, -0.71], [-0.13, 0.12, 0.05], [-1.44, 0.10, -0.36], [0.28, 0.29, -0.25], [-0.04, -0.05, 0.17], [-0.12, -0.21, 0.00], [0.18, -0.01, 0.05], [-0.07, 0.52, 0.01], [0.18, 0.07, -0.11], [0.49, 0.43, 0.08], [0.05, -0.32, -0.21], [0.32, -0.04, -0.19], [-0.06, -0.07, -0.03], [0.09, 0.24, -0.08], [0.04, -0.27, 0.57], [0.91, -0.15, 0.28], [0.20, -0.21, 0.57], [0.16, 0.31, 0.15], [0.76, -0.06, 0.04], [-0.79, -0.86, 0.05], [0.65, 0.88, -0.38], [-0.44, -0.46, -0.08], [1.32, 0.54, -1.20], [-0.16, -0.08, -0.17], [-1.03, -0.32, 0.63], [0.76, 0.78, 0.46], [0.65, -0.13, 0.28], [-0.79, 0.20, -0.38], [0.00, 0.06, 0.09], [0.08, 0.13, -0.01], [0.35, 0.06, -0.14], [0.08, -0.03, -0.03], [0.01, -0.35, 0.66], [0.08, 0.16, -0.01], [-0.39, -0.46, 0.72], [-0.11, 0.16, 0.35], [-0.49, -0.02, -0.13], [0.56, 0.09, 0.09], [-0.63, -0.51, -0.39], [-0.15, -0.29, 0.32], [-0.01, 0.38, -0.17], [-0.17, -0.10, -0.50], [0.97, 0.36, 0.44], [-0.92, -0.78, -0.85], [-1.88, -0.13, 0.56], [0.30, -1.13, -0.75], [0.28, 1.05, 0.97], [-0.72, -0.66, -0.14], [-1.51, -0.74, -0.44], [1.29, 0.58, 0.26], [-0.61, -0.87, -0.08], [-0.04, 0.48, 0.45], [-0.32, 0.40, -0.19], [0.51, -0.23, -0.45], [0.66, 0.15, -0.15], [0.42, 0.29, -0.22], [0.14, -0.57, 0.43], [-0.05, 0.55, -0.09], [0.08, 0.40, -0.24], [-0.35, 0.21, -0.16], [0.13, 0.09, -0.03], [0.02, 0.65, 0.03], [0.62, -0.21, 0.01], [0.16, -0.03, -0.33], [-0.07, 0.43, -0.09], [0.46, -0.05, 0.37], [0.66, -0.21, 0.42], [0.08, 0.19, -0.43], [0.52, -0.02, -0.53], [-0.50, -0.02, 0.27], [-0.76, 0.62, 0.14], [1.52, -1.38, 0.45], [-0.85, -0.08, 0.67], [0.37, 0.17, -0.72], [0.48, -0.55, 0.04], [0.14, -0.05, 0.25], [-0.20, -0.04, -0.09], [-0.31, 0.11, -0.08], [0.02, 0.32, 0.25], [-0.39, -0.43, 0.47], [0.28, 0.24, -0.26], [-0.01, 0.03, -0.07], [-0.10, -0.09, -0.59], [-0.23, 0.24, 0.03], [0.24, 0.01, 0.04], [-0.22, 0.11, 0.00], [0.19, -0.17, -0.33], [0.16, 0.63, -0.47], [-0.49, -0.66, -0.31], [-0.57, 0.95, 0.65], [-0.07, -0.63, -0.47], [-0.44, -0.65, -1.56], [0.44, 0.65, 1.24], [0.15, 1.20, 2.09], [0.73, -2.29, 0.15], [-0.18, 2.98, 0.86], [0.92, -0.44, 0.45], [-3.24, 1.33, -1.71], [1.34, -0.61, -0.48], [-0.05, 0.16, -0.01], [0.26, -0.47, 0.09], [0.19, 0.92, 0.00], [0.79, 0.06, 0.15], [-0.41, -0.61, 0.46], [-0.40, 0.29, -0.62], [0.00, -0.67, 0.00], [0.54, 0.72, -0.24], [-0.16, -0.18, -0.02], [-0.43, -0.10, -0.53], [-0.98, -0.61, -0.13], [-0.12, 0.34, 0.00], [0.27, -0.71, 0.45], [0.59, 0.21, -0.36], [-0.53, 0.16, 0.59], [0.89, -0.18, 1.01], [-0.11, 0.72, -0.06], [-1.18, -0.12, -0.29], [-0.40, -0.78, -0.30], [-1.40, 0.01, 0.77], [0.32, 0.11, 0.67], [0.95, 1.04, 1.38], [0.08, 0.05, -0.77], [-1.04, -0.91, 0.42], [-0.39, 0.11, -0.16], [0.11, -0.40, -0.23], [-0.31, 0.33, 0.02], [0.23, 0.14, -0.39], [0.23, 0.21, -0.41], [0.56, 0.12, 0.10], [0.01, -0.36, 0.25], [0.42, 0.11, -0.90], [0.49, -0.46, 0.05], [0.24, -0.07, -0.30], [-0.23, -0.01, -0.76], [0.43, -0.17, -0.12], [0.36, -0.04, 0.04], [0.03, 0.49, -0.07], [-0.38, 0.06, 0.11]],
  "mulliken_charge": [-1.590, 0.338, 1.272, -0.676, -0.218, -0.344, -0.395, -1.121, 0.916, -0.358, -1.370, 0.416, -0.480, -0.338, 0.314, 0.358, -0.140, 0.360, 0.421, 0.306, -0.608, 0.332, 0.399, 0.405, -0.261, 0.597, 0.449, 0.099, 0.007, -0.727, -0.312, -0.542, -0.698, -0.238, -1.012, 0.343, -0.410, -0.151, 0.247, 0.326, 0.280, 0.427, 0.327, 0.334, 0.396, 0.217, 0.348, 0.441, -0.238, 0.252, 0.263, 0.210, -0.303, -0.629, -0.390, -0.689, -0.109, -0.029, 1.699, -0.282, -0.303, -0.557, 0.300, 0.227, 0.251, 0.424, 0.316, 0.177, 0.200, 0.408, -1.744, -0.536, -0.179, 0.740, 0.023, 0.329, 0.286, -0.610, 0.002, 0.181, -1.299, 0.200, -0.532, -1.047, -0.243, -0.811, 0.002, 0.169, 0.466, 0.444, -0.303, 0.114, 0.787, 0.265, 0.456, 0.080, 0.317, 0.595, 0.306, 0.255, 0.315, -0.900, -0.324, 0.014, 1.772, -0.449, 0.197, -0.975, -0.219, -0.783, 0.315, 0.409, 0.271, -0.704, 0.702, -0.433, -0.836, 0.259, 0.313, -0.259, 0.463, 0.482, 0.213, 0.267, 0.353, -0.536, 0.076, -0.296, -0.536, 0.142, -0.822, -0.794, 1.865, -1.219, -0.025, -0.039, 0.505, 0.472, -0.290, 0.665, 0.175, 0.083, 0.158, 0.523, 0.559, 0.432, 0.250, 0.392, 0.329, 0.569, -0.512, 1.863, -1.245, -0.020, -0.463, 0.128, -0.448, -0.373, -0.430, 0.433, -0.424, -0.893, -0.411, 0.427, 0.327, 0.298, 0.278, 0.046, -0.216, 0.372, 0.264, -0.033, 0.332],
  "charge": 1,
  "homo_ev": -9.9,
  "fmax_ev_per_a": 4.05,
  "e_tot_ev": -92368.5031,
  "gap_ev": 7.78
}